Record 1
The following is a quantum chemistry calculation of C19H21NOS in the gas phase at a distorted geometry, from the Open Molecules 2025 dataset.

Element x y z (Å)
H: 0.5110 -0.4329 2.8048
H: 1.8387 -1.9741 4.0235
C: -2.1992 3.8641 0.4768
H: 2.1535 -4.9149 1.2649
O: 1.4644 2.2809 2.5727
S: -0.5329 0.0358 -0.1049
H: 0.7504 -5.1105 2.3486
H: -0.3269 1.3383 -4.7547
C: 1.7285 -3.0330 3.6824
C: 1.1787 -1.9732 1.4350
H: 2.1031 0.0572 -0.8700
C: 1.4090 -3.1271 2.2203
C: -1.1966 3.3667 2.4084
C: 0.6636 1.9065 1.6899
C: -0.4104 1.7303 -3.7362
H: 0.5300 -4.4073 0.7315
C: 1.2189 -4.4707 1.6088
C: 3.5451 0.7949 0.5637
C: -0.8118 3.5386 -2.1823
H: -0.7081 3.7961 -4.3207
C: -0.4736 2.7639 1.3991
H: 0.8493 -2.1876 0.4005
C: 1.1743 -0.5579 1.9495
H: 2.6178 -3.5992 3.9113
H: -0.2058 -0.2431 -2.8872
H: 2.1042 -0.3375 2.4406
H: -0.9986 4.5659 -2.0140
C: -0.6340 3.0799 -3.4840
H: 3.6750 1.6445 1.2698
C: -0.3879 0.8152 -2.6834
H: 4.2886 0.8853 -0.2167
H: -3.0952 4.5956 2.3429
C: 0.9601 0.5694 0.9213
H: 3.7364 -0.1524 1.0759
N: -1.0659 3.1034 0.2085
H: -1.0479 3.2927 3.5017
C: -0.7903 2.6684 -1.0864
C: -2.3164 4.0636 1.8094
C: -0.5837 1.2948 -1.3867
H: -2.9392 4.1427 -0.2435
C: 2.1405 0.8013 -0.0764
H: 1.9351 1.7853 -0.4758
H: 0.9028 -3.5052 4.2153

Properties
- Frontier orbital gap: 8.8700 eV
- SMILES: CC[C@]1(CC=C(C)C)Sc2ccccc2-n2cccc2C1=O
- ΔE to the lowest compared entry with this formula, charge and spin: 0.000 eV
- E_HOMO: -8.4 eV
- E: -34415.4371 eV

***

Record 2
The following is a quantum chemistry calculation of a molecular structure, C19H21NSn at a distorted geometry, from the Open Molecules 2025 dataset.

Element x y z (Å)
C: -2.1527 -0.2290 -0.4303
H: -0.1704 -0.0155 -3.2642
C: 2.1705 1.6523 0.5615
H: -2.8068 -0.9932 0.0049
C: -1.1628 0.1706 -2.8870
H: -3.3516 2.8756 -0.8264
N: -0.1414 -1.6683 1.4538
C: 4.1976 0.3311 0.8214
H: 1.2154 -5.1972 2.1716
C: -1.4810 -0.7821 -1.6517
H: -2.0352 -1.7235 -1.8090
H: -0.4471 -1.0485 -1.3953
C: -2.5271 2.6101 -0.1457
C: 1.7058 -3.1798 1.5779
Sn: -0.7412 0.3948 0.8722
C: 2.0139 -0.7547 0.9587
C: -0.4635 2.3392 -1.7546
C: -1.1202 3.1466 -0.5939
H: 2.7734 -3.3076 1.5221
C: -2.5102 1.1165 0.2072
H: -2.7048 3.0493 0.8346
C: 1.4000 0.4948 0.6821
C: -1.0116 -2.6682 1.7076
H: -0.7744 2.5156 -2.8285
H: 1.7052 2.6296 0.4379
H: -0.5170 3.2898 0.3462
H: 5.2961 0.2792 0.8460
C: 1.1894 -1.9030 1.3175
C: -0.5312 -3.9479 2.0073
C: -1.3450 1.4712 -2.3072
H: -1.2595 -4.7086 2.2871
H: -2.0831 -2.4394 1.6526
H: 3.9343 -1.7887 1.2288
H: 0.6155 2.1167 -1.6426
C: 3.4367 -0.8330 0.9998
C: 3.5709 1.5668 0.6296
H: -1.2587 4.1800 -0.9671
H: -2.3904 1.7225 -2.3101
H: -3.3642 0.9688 0.9066
C: 0.8434 -4.2070 1.9370
H: -1.8772 0.0010 -3.6810
H: 4.1602 2.4731 0.5225

Properties
- Frontier orbital gap (alpha / beta): 3.7111 / 3.9537 eV
- ΔE to the lowest compared entry with this formula, charge and spin: 2.298 eV
- E_HOMO (alpha / beta): -4.0 / -4.1 eV
- E: -27354.3439 eV

***

Record 3
The following is a quantum chemistry calculation of C19H22ClN3O4 in the gas phase, from the Open Molecules 2025 dataset.

Element x y z (Å)
H: 2.6354 -0.0810 -2.1678
H: 0.5031 -2.4954 1.1642
H: 4.7578 0.7272 -0.1335
O: 0.3095 -0.5869 -1.5513
H: -6.2425 -1.6535 -1.1863
H: 4.3743 -0.4270 -2.1925
H: -0.6290 2.0820 3.1443
Cl: -0.5580 3.9166 -1.3219
H: 1.6531 2.2406 -1.2108
H: 1.9174 -2.3612 -2.2523
H: 2.0060 -3.2392 -0.7117
N: -4.6159 -0.4172 -1.0403
C: -3.6019 0.4654 0.9665
H: -5.0495 -1.8601 -2.4914
C: 1.0180 1.3702 2.0052
C: 3.7319 0.7873 -0.5156
C: 0.7517 -1.5142 -0.6879
H: -1.5147 3.5191 1.3289
H: 1.3890 0.7780 2.8255
C: 3.7210 -1.6406 0.4822
C: 0.0517 2.9505 -0.0195
C: 3.1099 -0.5452 1.3891
H: 4.8090 -1.5255 0.4477
C: -1.4889 -0.0210 -0.0740
C: -0.6244 2.9303 1.1855
C: 1.9888 -2.2464 -1.1662
H: -4.0560 1.4115 1.2752
H: 2.1781 -0.9055 1.8253
O: -1.4656 -1.0837 2.0770
H: 3.6126 1.7667 -0.9749
C: 1.1895 2.1987 -0.2389
C: -4.6863 -0.3900 0.3049
C: 0.1351 -1.7372 0.4911
C: -0.1220 2.1225 2.1926
H: -3.2338 -0.0550 1.8533
O: -5.5277 -0.9710 0.9539
H: -1.0758 0.8173 -1.9951
H: -6.1301 -0.4463 -2.4880
N: 3.2577 -1.6130 -0.8851
C: -0.7962 0.1050 -1.2332
H: 3.8109 -0.3195 2.2062
H: 3.5072 -2.6234 0.9043
N: 2.8374 0.6378 0.6029
C: -1.0015 -0.9610 0.9518
O: -2.5504 0.8167 0.0754
C: 1.7025 1.3859 0.7803
C: -5.5615 -1.1332 -1.8581
H: -3.9209 0.1558 -1.4945
C: 3.4941 -0.3319 -1.5427

Properties
- Frontier orbital gap: 8.3099 eV
- SMILES: CNC(=O)COc1coc(CN2CCN(c3cccc(Cl)c3)CC2)cc1=O
- ΔE to the lowest compared entry with this formula, charge and spin: 1.609 eV
- E_HOMO: -7.8 eV
- E: -45241.8094 eV

***

Record 4
The following is a quantum chemistry calculation of a molecular structure, C19H22F3NO3PbSSe4, from the Open Molecules 2025 dataset.

Element x y z (Å)
C: 0.5691 -2.1163 2.3857
H: -0.5954 5.1801 1.1082
C: -0.2161 3.1260 0.5851
C: -0.4019 4.1772 1.4774
F: 3.5915 1.9298 -3.4403
H: -4.6725 0.8981 0.4107
C: 3.8015 0.8320 -2.6740
O: 5.0178 1.6440 -0.8371
H: -0.4694 4.7451 3.5524
H: -4.7499 -1.6198 2.3286
H: 0.5581 0.2203 4.0010
F: 2.8098 -0.0258 -2.9335
Se: -1.0541 0.9810 -2.5713
C: 3.9070 1.2330 -1.1678
C: 0.1717 0.1871 2.9664
H: -6.6851 -3.3422 -1.8766
C: -0.3365 3.9354 2.8425
O: 2.8448 1.1180 -0.4997
Pb: 0.5644 0.0693 -0.4659
S: -3.0060 -0.8249 0.2612
O: -2.7027 -0.6855 1.7205
C: -4.5583 -1.7606 0.2144
H: -0.4916 -2.2357 2.1651
N: 0.9594 -0.7334 2.1552
C: 2.3856 -0.5284 2.3547
H: 2.6596 0.4854 2.0579
H: -6.9286 -2.8547 2.3652
H: -9.0837 -3.2633 0.6105
H: -8.5348 -4.2953 -0.7172
F: 4.9454 0.2619 -3.1179
C: -6.9633 -3.1658 0.2419
H: 2.9495 -1.2210 1.7281
C: -5.2093 -1.9852 1.4167
C: -3.7903 0.7415 -0.2121
H: 1.1268 -2.7743 1.7164
H: -0.0587 2.4471 4.3621
H: -4.5392 -2.1045 -1.9015
C: -0.0985 2.6431 3.2932
H: -0.8439 -0.2022 3.0001
H: -0.2627 3.3322 -0.4835
C: -5.0806 -2.2474 -0.9717
C: -6.2814 -2.9466 -0.9499
Se: -2.0671 -2.6777 -2.9144
C: 0.0224 1.8151 1.0057
C: -6.4114 -2.6793 1.4263
H: -3.0438 1.5209 -0.0504
H: -4.0396 0.6874 -1.2734
Se: -1.0785 -3.7977 -1.1382
H: -8.2244 -4.7608 0.9605
H: 0.7578 -2.4281 3.4285
C: 0.0708 1.5899 2.3947
Se: -0.6487 -1.0316 -3.7312
C: -8.2745 -3.9150 0.2711
H: 2.6710 -0.6876 3.4087

Properties
- Frontier orbital gap: 5.0516 eV
- E_HOMO: -1.0 eV
- E: -313316.7520 eV
- Charge: -2

***

Record 5
The following is a quantum chemistry calculation of a molecular structure, C19H22F6N4OPt, from the Open Molecules 2025 dataset.

Element x y z (Å)
H: 3.5500 4.2496 0.5003
H: -1.3238 4.9094 0.5112
C: 2.0791 -7.9105 -0.1434
H: -0.4859 -4.0999 0.3814
H: -2.1793 -1.0157 1.0302
F: 3.6572 1.4887 -0.6772
C: -2.0918 4.1952 0.8182
N: -1.0960 0.6925 0.4516
C: 2.8770 -4.2184 0.0305
H: -4.4775 2.9455 1.0838
C: -3.7896 0.4813 -0.5489
F: 1.5045 -8.5549 0.8931
C: 1.4442 -2.2480 0.3319
H: -2.7851 4.0280 -1.2143
H: 2.3291 5.3792 -1.8826
C: 0.5020 -4.5217 0.2511
H: -2.2179 -0.1258 -1.8888
O: 1.0112 2.9847 -0.3507
C: 0.6646 -5.8882 0.1391
C: -3.2025 4.1172 -0.2089
H: -2.5014 4.5417 1.7722
H: 2.1487 4.3406 1.5524
H: -0.5217 2.8662 1.2803
H: 4.0300 -6.0077 -0.2107
H: -0.1955 -6.5445 0.1813
C: -2.7140 -0.4878 -0.9852
C: 3.0418 -5.5890 -0.0814
C: 1.7077 3.9906 -0.5025
H: -3.1644 -1.4555 -1.2094
H: 1.2915 4.1254 -2.4821
H: -0.9015 -1.2881 -0.1374
F: 3.8304 -0.0012 0.8677
H: -3.8175 5.0161 -0.1703
C: 3.0736 1.0421 0.4817
H: -4.4132 0.0200 0.2261
C: -4.0262 2.8776 0.0859
C: 1.6067 -3.6631 0.2013
N: -3.1839 1.6999 -0.0339
C: 2.5303 4.6266 0.5769
H: 3.7333 -3.5593 -0.0113
N: -1.4860 2.8884 0.9971
F: 3.3610 -8.3080 -0.1896
Pt: 1.0943 0.8578 0.4298
C: 1.9368 -6.4243 -0.0256
H: -4.4466 0.7543 -1.3778
C: -1.9070 1.7207 0.4424
F: 3.3854 2.0424 1.3967
H: 2.5398 5.7112 0.4728
H: -4.8377 2.7714 -0.6337
F: 1.4819 -8.3883 -1.2567
C: 1.3138 -1.0459 0.4095
N: 1.7379 4.5875 -1.7075
C: -1.6976 -0.6060 0.1335

Properties
- Frontier orbital gap: 7.7149 eV
- ΔE to the lowest compared entry with this formula, charge and spin: 0.000 eV
- E_HOMO: -7.5 eV
- E: -47620.5739 eV